# 1
Computed, not measured: a molecular structure, C24H19MnN2O2P, with ωB97M-V with the def2-TZVPD basis set.

The geometry in XYZ format:
```
49
Properties=species:S:1:pos:R:3:forces:R:3
Mn 0.658649 0.581371 -0.039759 0.650 -0.110 -0.070
C 1.184131 4.863473 0.717350 0.018 0.016 -0.001
C 1.092104 4.698968 -0.661474 0.001 0.016 0.034
C 0.211905 3.775717 -1.195391 -0.008 -0.058 0.008
C -0.587893 2.995804 -0.353340 0.094 0.120 0.042
C -0.479035 3.164032 1.030251 0.021 0.039 0.005
C 0.397425 4.102168 1.564364 -0.031 -0.035 -0.020
P -1.721585 1.689009 -0.944780 -0.333 -0.185 0.006
C -3.213557 2.600136 -1.460450 0.039 0.150 -0.003
C -4.262211 1.875670 -2.026924 -0.035 -0.045 -0.012
C -5.429448 2.512180 -2.414877 -0.021 0.000 -0.014
C -5.574180 3.880134 -2.225909 -0.007 0.028 0.006
C -4.542629 4.606939 -1.652939 0.040 -0.022 0.005
C -3.366493 3.971628 -1.275424 -0.022 0.011 -0.021
C -0.890543 1.129411 -2.459856 0.029 0.002 0.040
C -1.303622 1.352499 -3.766131 0.024 -0.022 -0.015
C -0.538158 0.837127 -4.805099 0.040 -0.028 -0.013
C 0.624953 0.134984 -4.519848 -0.028 0.020 -0.008
C 1.032351 -0.056954 -3.202304 0.021 -0.013 0.036
C 0.279269 0.416271 -2.127238 -0.109 0.111 0.139
H 1.884491 5.579096 1.127955 -0.001 0.003 0.001
H 1.719565 5.288693 -1.316776 -0.001 -0.003 -0.011
H 0.154298 3.629831 -2.267319 0.001 -0.001 -0.004
H -1.084319 2.550842 1.690564 -0.008 0.010 -0.008
H 0.471961 4.219920 2.637445 0.014 0.007 0.002
H -4.168492 0.805251 -2.171589 0.041 -0.008 0.022
H -6.231179 1.937633 -2.860274 -0.006 -0.002 -0.002
H -6.489386 4.376313 -2.521552 -0.003 -0.005 -0.005
H -4.643828 5.673625 -1.500316 -0.022 0.006 -0.006
H -2.566165 4.553989 -0.836894 0.011 -0.011 0.009
H -2.204552 1.916705 -3.978807 -0.008 0.001 0.011
H -0.843419 0.986806 -5.833314 -0.008 0.008 0.006
H 1.221894 -0.264714 -5.330916 -0.001 0.000 -0.008
H 1.956126 -0.597488 -3.024544 0.000 -0.003 0.008
O 2.530406 1.438561 0.517934 -0.063 0.059 -0.106
N 2.983847 1.144669 1.666124 -0.035 0.004 0.024
N 2.253873 0.319644 2.306866 0.071 0.117 -0.156
O 1.154860 -0.179070 1.787451 -0.376 -0.176 0.033
C 2.648378 -0.101393 3.617542 -0.040 0.024 -0.064
C 3.681643 0.554182 4.273982 0.009 -0.064 0.088
C 4.041119 0.120454 5.538721 0.017 0.026 -0.014
C 3.376834 -0.941845 6.136881 -0.034 -0.039 0.007
C 2.343671 -1.576429 5.465019 -0.001 -0.013 0.016
C 1.968437 -1.160458 4.195906 0.056 0.065 0.011
H 4.187961 1.380808 3.800138 0.001 0.005 -0.005
H 4.844253 0.620371 6.063630 0.004 0.008 -0.008
H 3.662459 -1.271687 7.126529 0.006 -0.001 0.009
H 1.822224 -2.403205 5.928542 -0.003 -0.003 0.001
H 1.165977 -1.634597 3.652479 -0.003 -0.007 0.005
```
Positions in Å, forces in eV/Å.

The spin multiplicity is 6. As for the LUMO energy (alpha / beta): 0.45 / 0.29 eV.

=====

# 2
Computed, not measured: a gas-phase ion, CH7BNO (charge +1) in a non-equilibrium geometry, with ωB97M-V with the def2-TZVPD basis set.

The geometry in XYZ format:
```
11
Properties=species:S:1:pos:R:3:forces:R:3
N -0.084521 -0.772863 1.120444 -0.192 -2.797 -1.070
C 0.823656 -0.238832 0.163610 -0.959 4.740 -3.168
B -0.091594 0.863423 -1.123808 3.910 -0.093 2.024
O -1.379281 0.687184 -1.118237 0.802 -1.949 2.540
H 0.387991 -1.362542 1.769378 0.402 -1.543 0.448
H -0.401033 -0.109208 1.715596 -1.688 3.281 2.057
H -0.910055 -1.226462 0.708050 0.309 -0.113 0.098
H 1.360299 -0.937432 -0.383711 0.678 -1.757 -0.773
H 1.551598 0.406736 0.642957 -0.052 0.043 0.267
H 0.628722 1.741432 -1.672614 -1.030 -1.313 0.313
H -1.885782 0.948565 -1.821666 -2.180 1.502 -2.736
```
Positions in Å, forces in eV/Å.

As for the SMILES: [NH3+]CBO. Its charge is +1. As for the LUMO energy: -3.72 eV.

=====

# 3
Computed, not measured: a molecular structure, C10Cl5N2PdS2 in a non-equilibrium geometry, with ωB97M-V with the def2-TZVPD basis set.

The geometry in XYZ format:
```
20
Properties=species:S:1:pos:R:3:forces:R:3
Pd -0.137937 0.918073 -0.353462 0.574 -0.196 -0.030
S 2.269442 1.037294 -0.360256 -1.917 -0.891 -0.038
C 2.430120 2.614047 0.302727 -1.613 1.495 -0.106
C 3.720360 2.917260 0.777750 0.807 0.281 0.308
N 4.793578 3.115557 1.146493 0.005 0.024 0.022
C 1.424787 3.572125 0.317988 1.428 -1.549 -0.258
S -0.157849 3.304176 -0.294596 -0.289 -1.169 0.001
C 1.702316 4.876452 0.768686 0.304 0.859 0.248
N 1.904662 5.958985 1.106795 -0.026 -0.011 0.049
Cl -2.693959 0.499031 -0.296811 0.086 0.337 -0.040
C -2.044863 -1.120232 -0.292510 0.590 -0.586 0.054
C -0.654241 -1.176303 -0.272829 -0.043 0.901 -0.299
C -0.100805 -2.451009 -0.298267 -0.052 0.434 0.052
Cl 1.617692 -2.602881 -0.304083 0.168 -0.017 -0.011
C -0.893113 -3.598815 -0.319684 0.044 -0.003 0.041
Cl -0.170139 -5.162266 -0.333885 0.063 -0.073 -0.009
C -2.280942 -3.491943 -0.322830 -0.014 0.143 0.009
Cl -3.263325 -4.905116 -0.330947 -0.067 -0.054 -0.013
C -2.873521 -2.230181 -0.314157 -0.084 -0.037 0.022
Cl -4.592257 -2.074263 -0.326128 0.034 0.112 -0.003
```
Positions in Å, forces in eV/Å.

Its charge is -1. As for the LUMO energy: 1.60 eV.

=====

# 4
Computed, not measured: 4 unconnected molecules or ions with the total composition C8H24O8 in a non-equilibrium geometry, with ωB97M-V with the def2-TZVPD basis set.

The geometry in XYZ format:
```
40
Properties=species:S:1:pos:R:3:forces:R:3
O -16.275866 19.391709 18.266806 0.164 0.108 0.099
C -15.415572 19.442727 19.397250 -0.544 -0.244 0.233
C -14.128839 20.112342 19.071435 0.686 1.025 -0.142
O -13.412902 19.374285 18.088020 0.144 -0.101 -0.457
H -15.776839 18.993170 17.542939 -0.053 -0.148 0.045
H -15.919840 20.023079 20.173271 -0.129 -0.042 -0.098
H -15.247754 18.435763 19.790590 0.083 -0.051 0.024
H -13.501842 20.343255 19.938347 -0.113 -0.454 0.152
H -14.339279 21.100425 18.646634 -0.136 -0.122 -0.150
H -12.594450 19.011158 18.431824 -0.079 -0.001 0.162
O -14.502450 17.989068 10.549953 -0.013 -0.080 -0.109
C -14.394391 19.177340 9.790945 -0.415 0.186 0.334
C -13.012747 19.397179 9.237852 0.229 -0.459 -0.455
O -12.748618 18.511300 8.137743 0.106 0.261 0.230
H -13.877354 18.044412 11.286154 0.009 -0.018 0.118
H -15.119370 19.094824 8.981476 0.098 -0.035 -0.124
H -14.701759 20.054419 10.386156 0.157 -0.060 -0.017
H -12.271866 19.206793 10.018351 -0.006 0.241 0.167
H -12.895213 20.420880 8.880143 -0.034 0.038 -0.021
H -12.195065 17.800696 8.470203 -0.138 -0.082 -0.100
O -8.968787 22.831377 12.270396 -0.063 -0.035 0.017
C -9.919681 21.797122 12.056089 -0.176 -0.506 -0.041
C -11.158645 22.063908 12.866808 -0.194 0.111 0.209
O -11.985058 23.083461 12.339453 0.028 0.234 -0.086
H -8.091947 22.444783 12.291422 0.076 0.061 -0.065
H -10.191434 21.721252 10.997559 0.055 0.110 -0.012
H -9.551940 20.809100 12.364167 0.219 0.183 0.010
H -10.859537 22.304983 13.895900 -0.012 -0.081 -0.030
H -11.785575 21.174335 12.887345 0.124 -0.095 -0.054
H -11.479747 23.903189 12.326820 -0.003 0.007 -0.010
O -12.961925 18.564368 12.904930 0.180 0.301 -0.034
C -13.829139 19.525919 13.502446 -0.175 -0.054 0.075
C -14.821045 18.814242 14.396929 0.202 0.241 0.240
O -14.130986 18.196982 15.486805 -0.131 -0.086 -0.245
H -12.661576 17.990146 13.619252 0.001 -0.091 0.032
H -13.262235 20.258687 14.087649 0.043 -0.062 0.041
H -14.323321 20.074564 12.699714 -0.044 -0.133 -0.043
H -15.292723 18.019879 13.822494 -0.126 -0.053 0.083
H -15.580670 19.504929 14.774199 -0.068 0.017 -0.129
H -13.841401 18.880978 16.104937 0.047 -0.031 0.155
```
Positions in Å, forces in eV/Å.

As for the SMILES: OCCO.OCCO.OCCO.OCCO. As for the LUMO energy: 0.28 eV.

=====

# 5
Computed, not measured: a gas-phase ion, C2H5O (charge -1) in a non-equilibrium geometry, with ωB97M-V with the def2-TZVPD basis set.

The geometry in XYZ format:
```
8
Properties=species:S:1:pos:R:3:forces:R:3
C 0.261472 0.711755 -0.231483 -1.696 -0.424 0.072
C -0.200290 -0.767667 0.339974 -0.258 2.430 -1.615
O -1.497999 -0.796762 0.033159 -0.586 -0.956 0.934
H 0.086412 0.708084 -1.309571 0.038 -0.419 -0.158
H 1.260016 1.039963 -0.104602 1.510 0.422 0.509
H -0.466630 1.537609 0.077178 0.894 -1.270 0.288
H 0.372683 -1.551207 -0.190370 0.589 -0.065 -0.400
H 0.184336 -0.881774 1.385716 -0.490 0.281 0.370
```
Positions in Å, forces in eV/Å.

As for the SMILES: CC[O-]. Its charge is -1. As for the LUMO energy: 5.11 eV.

=====

# 6
Computed, not measured: 2 unconnected molecules or ions with the total composition C4H6S in a non-equilibrium geometry, with ωB97M-V with the def2-TZVPD basis set.

The geometry in XYZ format:
```
11
Properties=species:S:1:pos:R:3:forces:R:3
C 0.510870 1.309709 0.183222 -4.351 1.827 1.973
C 0.357094 -0.011755 -0.452791 0.674 -2.210 0.284
C -0.840449 -0.875989 -0.242247 -7.758 2.624 1.116
C -2.151623 -0.842795 -0.019550 11.954 0.449 -2.553
H 0.136357 1.054981 1.278155 0.733 1.950 -1.848
H -0.006548 2.264702 -0.524392 0.895 -2.920 2.595
H 1.519435 1.520736 0.143291 2.171 0.718 0.372
H 0.490815 0.362930 -1.402796 -0.112 -0.902 -3.168
H 1.043006 -2.618059 0.757960 1.700 3.237 -1.602
H -2.987454 -1.214547 0.343237 -3.796 -1.458 1.342
S 1.928498 -0.949917 -0.064087 -2.111 -3.315 1.489
```
Positions in Å, forces in eV/Å.

As for the LUMO energy: -1.18 eV.

=====

The records above give, respectively, energy above the lowest of the compared OMol25 structures with the same formula, charge and spin values of 0.0, 22.1, 1.5, 6.4, 10.5, 151.1 kcal/mol.